Computed, not measured: the molecule C29H37N3O4, with ωB97M-V with the def2-TZVPD basis set.

```
! RIJCOSX wB97M-V def2-TZVPD def2/J DEFGRID3
* xyz 0 1
C 0.058 5.915 0.289
C 0.831 5.204 1.391
O 1.736 4.264 0.821
C 1.337 2.982 0.773
O 0.353 2.570 1.350
C 2.264 2.135 0.026
C 3.640 2.232 -0.020
C 4.541 3.242 0.591
N 4.153 1.174 -0.713
C 5.551 0.929 -0.925
C 3.123 0.368 -1.135
C 3.145 -0.825 -1.838
C 1.939 -1.433 -2.134
C 0.729 -0.842 -1.775
O -0.506 -1.368 -2.076
C -0.581 -2.345 -3.083
C 0.695 0.375 -1.083
N -0.559 0.933 -0.835
C -0.941 2.210 -1.028
O -0.235 3.099 -1.465
C -2.419 2.407 -0.702
C -2.755 1.955 0.724
N -2.561 0.522 0.892
C -1.938 0.163 2.153
C -1.513 -1.302 2.122
C -2.728 -2.190 1.870
C -2.394 -3.692 1.916
C -1.442 -4.164 0.855
C -1.916 -4.796 -0.288
C -1.044 -5.287 -1.242
C 0.323 -5.136 -1.076
C 0.808 -4.490 0.048
C -0.068 -4.019 1.010
C -3.359 -1.757 0.548
C -3.738 -0.278 0.622
C 1.908 0.956 -0.707
H 0.727 6.539 -0.298
H -0.380 5.170 -0.372
H -0.726 6.532 0.719
H 1.440 5.905 1.970
H 0.147 4.672 2.061
H 5.065 3.802 -0.184
H 5.286 2.763 1.227
H 3.959 3.942 1.180
H 6.053 1.847 -1.234
H 5.672 0.186 -1.710
H 6.030 0.558 -0.014
H 4.069 -1.284 -2.156
H 1.945 -2.368 -2.670
H -0.099 -2.003 -4.006
H -1.643 -2.500 -3.266
H -0.135 -3.292 -2.765
H -1.274 0.325 -0.427
H -3.005 1.836 -1.427
H -2.661 3.464 -0.819
H -3.787 2.252 0.971
H -2.080 2.475 1.404
H -1.060 0.797 2.281
H -2.624 0.329 3.004
H -0.785 -1.440 1.321
H -1.040 -1.558 3.072
H -3.456 -2.006 2.672
H -1.966 -3.909 2.898
H -3.329 -4.251 1.828
H -2.981 -4.921 -0.424
H -1.430 -5.791 -2.117
H 1.007 -5.526 -1.817
H 1.872 -4.363 0.183
H 0.323 -3.547 1.899
H -2.642 -1.905 -0.262
H -4.251 -2.349 0.335
H -4.164 0.043 -0.332
H -4.511 -0.136 1.402
*
```

Calculated values
strongest force on any atom: 0.7 eV/A
energy relative to the best compared isomer or geometry (same formula, charge and spin): 133.9 kJ/mol
total energy: -43335.494 eV
gap between HOMO and LUMO: 0.296 Ha
LUMO level: 0.8 eV
HOMO level: -7.30 eV

Here are the Mulliken charges for atoms 1 to 2, given in e: atom 1 (C): -0.921, atom 2 (C): -0.302